No. 1
A structure of composition C4H9NO2. Source: the Open Molecules 2025 dataset; level of theory: ωB97M-V with the def2-TZVPD basis set.

CARTESIAN COORDINATES (ANGSTROEM)
C  -1.1837  1.4607  -0.3196
C  -0.2954  0.5348  0.4946
C  -0.7018  -0.9629  0.3107
O  -0.3551  -1.8073  1.2130
N  1.1050  0.5979  0.0547
C  1.5015  -0.6855  -0.4005
O  1.8628  -1.5952  0.4550
H  -0.8638  2.5047  -0.2362
H  -2.2209  1.4028  0.0261
H  -1.1653  1.1769  -1.3794
H  -0.3804  0.7576  1.5625
H  -1.6742  -1.1408  -0.1787
H  0.1740  -1.1170  -0.7167
H  0.9657  -1.7795  1.0722
H  1.2374  1.2954  -0.6687
H  2.0545  -0.7065  -1.3448

Properties
lowest unoccupied orbital energy = 0.6 eV
HOMO-LUMO gap = 10.05 eV
E = -362.95826 a.u.

No. 2
A cluster of 6 separate species, C5H21NO6S in total in a non-equilibrium geometry. Source: the Open Molecules 2025 dataset; level of theory: ωB97M-V with the def2-TZVPD basis set.

CARTESIAN COORDINATES (ANGSTROEM)
O  0.5697  1.3865  -1.0815
C  -0.0778  1.0906  -0.0873
N  0.3702  -0.0347  0.5536
C  -0.3960  -0.6922  1.6115
C  -0.4681  -2.1934  1.3773
S  1.0903  -3.1133  1.2801
C  -1.5858  1.3665  0.2315
C  -2.4439  0.4413  -0.6535
H  0.9646  -0.6837  0.0932
H  -1.3284  -0.2160  1.9894
H  0.1106  -0.4749  2.5690
H  -0.9703  -2.3155  0.4123
H  -1.0754  -2.7114  2.1496
H  1.4478  -3.3388  -0.0001
H  -1.8349  1.4557  1.2756
H  -1.7827  2.3905  -0.1118
H  -1.8068  -0.0110  -1.4339
H  -2.8524  -0.3779  -0.0677
H  -3.2335  1.1044  -0.9998
H  -1.2704  -2.0484  -1.9832
H  -0.7502  -3.0876  -3.0222
O  -1.4940  -2.8399  -2.4728
H  -0.5915  1.1179  -3.2831
H  0.3818  -0.1274  -3.2668
O  -0.5362  0.1493  -3.3170
H  1.0878  2.8041  2.9183
H  0.6809  1.6005  2.3838
O  0.2821  2.2645  3.0501
H  2.5966  0.2480  -1.3350
H  3.8200  -0.2916  -1.8605
O  2.9847  -0.6378  -1.5138
H  2.8470  3.0292  0.9055
H  2.4899  1.9118  1.8430
O  2.7744  2.8347  1.8461

Properties
lowest unoccupied orbital energy = 0.2 eV
HOMO-LUMO gap = 9.67 eV
E = -1107.43915 a.u.
SMILES = CCC(=O)NCCS.O.O.O.O.O

No. 3
A cluster of 9 separate species, H18O9 in total. Source: the Open Molecules 2025 dataset; level of theory: ωB97M-V with the def2-TZVPD basis set.

CARTESIAN COORDINATES (ANGSTROEM)
O  -2.9794  -0.4072  -1.3962
H  -3.8546  -0.7722  -1.2657
H  -2.6855  -0.1682  -0.5171
O  2.5182  -0.1239  2.4849
H  2.2250  0.5414  1.8624
H  2.4100  0.2862  3.3431
O  1.3385  2.9976  -2.1536
H  0.5016  3.0019  -2.6182
H  1.2180  3.6199  -1.4363
O  -0.0724  0.3667  -0.0012
H  -0.8074  0.6215  0.5565
H  0.0974  1.1381  -0.5419
O  3.0501  1.5082  -0.3636
H  3.4996  0.7588  -0.7541
H  2.3808  1.7474  -1.0048
O  -0.3393  -2.0100  -2.2744
H  0.0381  -1.1475  -2.4472
H  -0.3611  -2.0755  -1.3196
O  1.6472  -1.7743  0.5514
H  2.0712  -1.2944  1.2627
H  0.8045  -1.3356  0.4348
O  -1.4676  -2.4495  0.5526
H  -0.9709  -1.9112  1.1688
H  -1.5663  -3.2922  0.9956
O  -2.7440  0.6135  1.2860
H  -3.3960  0.1508  1.8123
H  -2.5556  1.4097  1.7828

Properties
lowest unoccupied orbital energy = -0.3 eV
HOMO-LUMO gap = 9.54 eV
E = -687.93217 a.u.
SMILES = O.O.O.O.O.O.O.O.O

No. 4
A structure of composition C9H14NO3 in a non-equilibrium geometry. Source: the Open Molecules 2025 dataset; level of theory: ωB97M-V with the def2-TZVPD basis set.

CARTESIAN COORDINATES (ANGSTROEM)
C  0.0472  1.5146  2.0142
C  -0.0540  -1.6391  1.2421
C  -1.1391  -0.5668  1.1359
C  0.8642  -1.5922  0.0381
C  -0.6760  0.8498  0.8577
C  0.7176  0.9812  0.1615
C  -1.9680  1.6357  0.4784
C  1.1661  1.7847  -1.0837
C  1.0585  -1.5886  -2.3690
N  0.3978  -1.9485  -1.1202
O  -0.8549  -2.4296  -1.2601
O  -0.2931  1.7351  3.1566
O  1.2342  1.6161  1.4334
H  0.6606  -1.4820  2.0264
H  -0.3846  -2.6497  1.3888
H  -1.7917  -0.8734  0.3379
H  -1.7462  -0.6296  2.0396
H  1.9439  -1.3166  0.1559
H  -2.5737  1.7170  1.3371
H  -2.4979  0.9610  -0.2325
H  -1.7036  2.5736  0.1310
H  0.8338  2.7496  -0.9876
H  0.9274  1.1093  -1.9016
H  2.2307  1.9338  -1.0601
H  0.3292  -1.9032  -3.1114
H  1.1603  -0.5615  -2.4331
H  2.1113  -1.9806  -2.3754

Properties
lowest unoccupied orbital energy (alpha / beta) = 3.7 / 3.7 eV
HOMO-LUMO gap (alpha / beta) = 5.50 / 5.50 eV
E = -631.66754 a.u.
net charge = -1

No. 5
A cluster of 9 separate species, H19O9 in total in a non-equilibrium geometry. Source: the Open Molecules 2025 dataset; level of theory: ωB97M-V with the def2-TZVPD basis set.

CARTESIAN COORDINATES (ANGSTROEM)
O  -0.3811  -0.4664  -0.8629
H  -0.2723  -1.0577  -0.2112
H  0.5443  -0.0123  -0.7812
H  -1.2418  0.0227  -0.5265
O  0.9821  -0.2909  1.6353
H  1.9103  0.0289  1.8948
H  0.4809  0.1913  2.2822
O  -2.4934  -0.3449  0.9105
H  -2.7891  -1.1183  1.4039
H  -2.9908  0.5149  1.0526
O  2.0914  0.6744  -1.0571
H  2.0386  0.7874  -1.9783
H  2.9296  0.3270  -0.9191
O  -0.5823  -2.8859  0.8046
H  -1.3016  -3.6128  0.6249
H  -0.1799  -3.2793  1.7065
O  1.9093  -3.1241  -0.4162
H  1.2921  -3.4729  0.2064
H  2.4907  -3.8055  -0.4992
O  -2.9016  0.9442  -2.1376
H  -2.2626  1.6084  -2.3747
H  -3.6056  1.5594  -1.6857
O  2.0116  2.9395  0.5580
H  1.9938  2.0033  0.3149
H  2.0014  3.5615  -0.1525
O  -0.6669  2.5292  -0.2328
H  -1.2925  3.1399  0.1599
H  0.2855  2.6391  0.2805

Properties
lowest unoccupied orbital energy = -3.0 eV
HOMO-LUMO gap = 11.43 eV
E = -688.25425 a.u.
net charge = +1

No. 6
A cluster of 2 separate species, C3H8O2S2 in total in a non-equilibrium geometry. Source: the Open Molecules 2025 dataset; level of theory: ωB97M-V with the def2-TZVPD basis set.

CARTESIAN COORDINATES (ANGSTROEM)
C  -1.1997  0.0005  0.1593
C  -0.4729  -0.7461  1.4226
O  0.0572  -1.7853  1.1886
C  -1.1563  1.4905  0.2210
S  0.1731  2.4365  -0.5788
S  1.6676  1.1891  -0.1213
H  -0.7900  -0.4774  -0.7473
H  -2.1921  -0.4032  0.0866
H  -0.3896  -0.1966  2.3622
H  -2.1353  1.7663  -0.2305
H  -1.3515  1.8689  1.2565
H  2.4941  0.8315  -1.0825
H  2.3432  -1.6255  -0.8472
H  1.0056  -2.2608  -1.4958
O  1.9466  -2.0885  -1.5935

Properties
lowest unoccupied orbital energy (alpha / beta) = -5.3 / -8.8 eV
⟨S²⟩ = 0.75
HOMO-LUMO gap (alpha / beta) = 8.71 / 5.24 eV
E = -1065.57958 a.u.
net charge = +1
spin multiplicity = 2

No. 7
A structure of composition C13H20Br33N3O4P2 in a non-equilibrium geometry. Source: the Open Molecules 2025 dataset; level of theory: ωB97M-V with the def2-TZVPD basis set.

CARTESIAN COORDINATES (ANGSTROEM)
N  0.4527  -1.0007  -0.7222
C  0.2797  -2.1540  -0.3580
C  -0.5606  -3.0925  -1.1757
O  -1.8857  -2.9894  -0.6460
P  -3.0214  -3.0363  -1.7493
O  -2.6336  -3.9380  -2.7908
O  -4.3407  -3.5799  -1.0583
N  -4.1723  -4.9860  -0.7955
O  -3.2419  -1.5986  -2.4219
P  -3.8415  -0.4479  -1.4213
N  -3.7195  -0.7867  0.0802
H  1.0370  -0.5351  -0.0339
H  0.6943  -2.5441  0.5642
H  -0.4893  -2.8086  -2.2110
H  -0.1439  -4.0796  -1.0393
H  -3.1842  -5.1878  -0.7148
H  -4.6225  -5.2177  0.0875
H  -3.0789  0.6851  -1.7370
H  -5.1572  -0.2481  -1.8620
H  -4.6241  -0.8214  0.5158
C  -4.6801  -8.3806  1.4934
Br  -4.3980  -9.5672  2.9833
Br  -4.6832  -6.5331  2.0492
Br  -3.4121  -8.6899  0.0784
H  -5.6601  -8.5947  1.0959
C  2.9313  1.6684  -2.8680
Br  2.8476  1.4372  -0.9557
Br  1.7588  0.4542  -3.7953
Br  2.6097  3.5008  -3.3645
H  3.9392  1.4296  -3.1724
C  -6.9768  -3.2806  3.4555
Br  -5.0589  -3.3685  3.2357
Br  -7.8469  -2.3347  2.0210
Br  -7.7322  -5.0338  3.7030
H  -7.1730  -2.7240  4.3584
C  2.1243  0.1352  3.1350
Br  2.9992  -1.3835  2.3357
Br  2.8346  1.7902  2.4514
Br  0.2132  0.0498  2.9344
H  2.3390  0.1086  4.1921
C  -9.7787  -0.0769  -1.8064
Br  -9.3809  1.1924  -0.4084
Br  -8.7987  0.3067  -3.4202
Br  -9.5212  -1.8942  -1.2201
H  -10.8264  0.0344  -2.0378
C  -8.5125  -2.9680  -5.5382
Br  -8.3561  -3.9545  -7.1857
Br  -9.9147  -3.6747  -4.4188
Br  -6.8321  -2.8778  -4.5995
H  -8.7926  -1.9586  -5.7972
C  3.4072  6.4958  -0.3155
Br  1.6543  6.5088  -1.1094
Br  3.6466  4.9840  0.8573
Br  4.7977  6.5907  -1.6435
H  3.4859  7.3826  0.2932
C  6.6152  2.8365  2.9092
Br  7.2174  4.2229  4.0970
Br  7.7409  2.6959  1.3525
Br  6.4316  1.1495  3.8182
H  5.6314  3.1177  2.5636
C  8.0040  4.1100  8.2275
Br  8.8804  2.5841  7.4373
Br  8.6836  5.7727  7.5227
Br  6.0848  3.9960  8.0715
H  8.2357  4.0963  9.2807
C  5.1038  3.3005  -7.1991
Br  6.1581  3.6579  -5.6249
Br  3.8974  1.8221  -6.9348
Br  4.1787  4.8748  -7.8101
H  5.7907  3.0131  -7.9793
C  10.7582  6.0449  2.5005
Br  10.9322  4.9723  4.0872
Br  10.8159  7.9277  2.9042
Br  12.0574  5.5595  1.1642
H  9.7829  5.8384  2.0851

Properties
lowest unoccupied orbital energy = -0.5 eV
HOMO-LUMO gap = 8.80 eV
E = -86597.62075 a.u.

No. 8
An isolated molecule of C4H8N2S in a non-equilibrium geometry. Source: the Open Molecules 2025 dataset; level of theory: ωB97M-V with the def2-TZVPD basis set.

CARTESIAN COORDINATES (ANGSTROEM)
C  -1.4708  0.5601  0.2361
C  -0.9942  -0.7419  0.0394
C  1.4757  -0.2304  -0.1496
C  1.3362  1.2563  -0.0477
H  -1.4309  1.0752  1.2728
H  -0.6173  1.2718  -0.3575
H  -2.5588  0.9585  -0.3994
H  -1.3959  -2.7428  -0.2405
H  0.5969  -2.0076  0.0089
H  0.6806  1.4665  -1.0053
H  2.3567  1.5279  -0.0702
H  0.5750  1.3036  0.7269
N  -1.7863  -1.7284  0.0927
N  0.2641  -0.9889  -0.2614
S  2.9689  -0.9798  0.1548

Properties
lowest unoccupied orbital energy = -0.2 eV
HOMO-LUMO gap = 8.81 eV
E = -664.77280 a.u.
SMILES = [H]/N=C(/C)NC(C)=S